{
  "formula": "C23H29N3O3",
  "method": "wB97M-V/def2-TZVPD",
  "e_tot_ev": -34934.693,
  "lumo_energy_ev": 0.40,
  "symbols": ["C", "C", "C", "N", "C", "O", "C", "C", "C", "C", "N", "C", "O", "C", "C", "N", "C", "O", "C", "C", "C", "C", "C", "C", "C", "C", "C", "C", "C", "H", "H", "H", "H", "H", "H", "H", "H", "H", "H", "H", "H", "H", "H", "H", "H", "H", "H", "H", "H", "H", "H", "H", "H", "H", "H", "H", "H", "H"],
  "xyz": [[3.96079, -0.71161, 0.71175], [3.10003, -1.82869, 0.14971], [2.33913, -1.45075, -1.12079], [1.29972, -2.46788, -1.19049], [0.61944, -2.85570, -2.29653], [-0.10132, -3.84015, -2.29162], [0.83902, -2.00890, -3.53818], [-0.13212, -2.38840, -4.64461], [-1.59167, -2.00295, -4.37236], [-1.79686, -0.67148, -5.11736], [-0.77411, -0.72134, -6.14734], [0.23109, -1.60715, -5.90258], [1.25167, -1.72060, -6.54907], [1.19328, -3.23040, 0.05281], [1.97778, -2.38321, 1.05057], [1.21509, -1.27256, 1.60802], [-0.13031, -1.15105, 1.79975], [-0.96076, -2.01291, 1.58862], [-0.54273, 0.21224, 2.26762], [-1.47842, 1.17604, 1.49890], [-1.14842, 1.89415, 2.84023], [-1.62533, 3.22282, 3.29305], [-0.72777, 4.23127, 3.62092], [-1.18318, 5.47196, 4.04664], [-2.54353, 5.71509, 4.14808], [-3.44771, 4.71251, 3.82167], [-2.99119, 3.47585, 3.39726], [0.32175, 1.44960, 2.63055], [-1.39010, 0.51588, 3.52479], [3.39239, 0.20909, 0.86495], [4.41789, -0.99986, 1.66016], [4.76632, -0.46920, 0.01781], [3.74280, -2.68394, -0.08006], [1.90991, -0.44627, -1.01911], [2.97946, -1.46210, -2.00289], [0.74522, -0.94777, -3.28198], [1.86366, -2.14915, -3.89573], [-0.02825, -3.45233, -4.84871], [-2.25512, -2.76186, -4.78463], [-1.81334, -1.92273, -3.31019], [-2.79223, -0.59030, -5.55330], [-1.64848, 0.18902, -4.45675], [-0.68092, -0.04011, -6.88127], [0.15499, -3.38021, 0.32255], [1.67668, -4.20733, -0.04510], [2.37821, -3.00732, 1.85423], [1.75608, -0.47471, 1.89268], [-1.07142, 1.63374, 0.59584], [-2.50418, 0.83564, 1.36404], [0.33649, 4.04283, 3.54162], [-0.47418, 6.25005, 4.29935], [-2.90004, 6.68160, 4.47969], [-4.51153, 4.89755, 3.89893], [-3.69889, 2.69500, 3.14317], [0.93330, 1.37223, 3.53242], [0.85524, 1.93475, 1.80945], [-2.41085, 0.13667, 3.51410], [-0.90243, 0.36534, 4.48873]]
}